{
  "formula": "C24H36P2SiSm",
  "method": "ωB97M-V with the def2-TZVPD basis set",
  "symbols": ["C", "C", "C", "H", "C", "C", "H", "H", "H", "H", "Sm", "C", "H", "H", "H", "Si", "C", "C", "H", "C", "H", "C", "H", "C", "H", "C", "H", "C", "C", "H", "C", "H", "C", "H", "C", "H", "C", "H", "H", "H", "C", "P", "C", "C", "C", "P", "C", "C", "H", "H", "H", "H", "H", "H", "H", "H", "H", "H", "H", "H", "H", "H", "H", "H"],
  "coordinates": [[2.9088, -3.2115, 0.6640], [1.9352, -3.2130, -0.3844], [2.2462, -2.1319, -1.2741], [1.1572, -3.9632, -0.5149], [3.3809, -1.4189, -0.7487], [3.7839, -2.0707, 0.4635], [4.6021, -1.7271, 1.0915], [2.9701, -3.9827, 1.4286], [1.7376, -1.9286, -2.2187], [3.8909, -0.5680, -1.2025], [1.6055, -1.1362, 0.9539], [0.2724, 0.4103, -0.4692], [1.0037, 0.9002, -1.1439], [-0.2184, 1.1858, 0.1455], [-0.4864, -0.0920, -1.0878], [-2.4248, 2.4984, -2.4556], [-3.7734, 1.2589, -2.7103], [-3.4474, -0.0235, -3.1738], [-2.4066, -0.2789, -3.3922], [-4.4602, -0.9722, -3.3667], [-4.1998, -1.9625, -3.7374], [-5.7939, -0.6447, -3.0921], [-6.5817, -1.3895, -3.2467], [-6.1169, 0.6366, -2.6234], [-7.1591, 0.8869, -2.4168], [-5.1117, 1.5892, -2.4226], [-5.3456, 2.5924, -2.0598], [-1.2977, 2.5258, -3.9235], [-1.7955, 2.3761, -5.2266], [-2.8723, 2.2835, -5.3947], [-0.9117, 2.3434, -6.3108], [-1.3005, 2.2000, -7.3176], [0.4678, 2.4933, -6.1023], [1.1560, 2.4591, -6.9502], [0.9558, 2.6967, -4.8044], [2.0295, 2.8219, -4.6423], [0.0783, 2.7470, -3.7194], [0.4412, 2.9460, -2.7070], [-1.6929, 2.1576, -1.2312], [-3.0216, 3.8460, -2.3488], [-1.6076, -0.4505, 3.0437], [0.0571, -0.3765, 3.7405], [-0.2994, 0.4212, 5.3435], [1.5220, 0.8441, 3.2591], [2.8416, 0.2593, 3.8599], [2.9650, -1.5941, 3.6014], [4.6361, -2.1026, 4.1310], [1.7833, -2.2846, 4.8094], [-2.2509, 0.3405, 3.4397], [-2.0822, -1.4092, 3.3667], [-1.5788, -0.4304, 1.9477], [0.5817, 0.9019, 5.7867], [-1.1029, 1.1655, 5.2128], [-0.6755, -0.3267, 6.0460], [1.5903, 1.1155, 2.1692], [1.2155, 1.7740, 3.7642], [3.7488, 0.6641, 3.3755], [2.9177, 0.4329, 4.9464], [4.7497, -2.1494, 5.2221], [4.8112, -3.1139, 3.7316], [5.4210, -1.4510, 3.7154], [2.0326, -1.9879, 5.8343], [0.7024, -2.0081, 4.5885], [1.8165, -3.3741, 4.7382]],
  "forces_ev_per_a": [[0.685, 0.257, -1.065], [1.534, 0.067, -0.465], [0.591, -0.277, 0.002], [0.153, 0.286, -0.005], [0.019, -1.398, -0.120], [0.037, -1.232, -1.282], [-0.138, -0.321, -0.116], [0.017, 0.437, 0.016], [0.121, 0.104, 0.507], [-0.351, -0.209, 0.158], [-2.807, 1.867, 1.680], [0.715, -0.406, 0.598], [-0.450, -0.025, 0.129], [0.067, -0.127, -0.348], [0.126, 0.235, 0.072], [-0.293, 0.439, -0.157], [-0.368, -0.083, 0.090], [-0.686, -0.130, 0.043], [-0.313, 0.063, 0.001], [0.083, 0.228, 0.100], [-0.130, 0.171, 0.077], [0.213, 0.206, 0.036], [0.309, 0.329, 0.052], [0.075, -0.090, 0.021], [0.299, -0.064, -0.053], [0.192, -0.626, -0.320], [-0.054, -0.312, -0.124], [0.522, 0.217, -0.058], [0.509, -0.107, -0.059], [0.355, -0.108, 0.040], [0.162, 0.132, 0.217], [0.116, 0.070, 0.185], [-0.340, -0.071, 0.290], [-0.226, -0.002, 0.298], [0.041, 0.133, -0.111], [-0.327, 0.025, -0.087], [-0.288, -0.337, -0.546], [0.008, -0.189, -0.337], [0.173, 0.166, 0.116], [-0.143, 0.052, 0.244], [-0.933, 0.731, -0.382], [0.314, 0.902, -0.969], [-0.167, -0.139, 0.490], [-1.109, 0.484, -0.261], [0.058, -0.593, 0.322], [-1.023, 0.716, -0.360], [0.208, -0.272, 0.121], [-0.259, -0.958, 1.064], [-0.077, 0.084, -0.444], [0.720, 0.534, -0.215], [-0.246, 0.045, 0.111], [-0.222, -0.193, -0.120], [0.422, -0.147, -0.026], [0.048, 0.055, 0.050], [0.000, -0.160, 0.821], [0.526, -0.094, -0.414], [-0.494, 0.177, 0.241], [-0.077, 0.318, -0.398], [-0.070, 0.124, -0.261], [-0.034, 0.280, 0.151], [-0.392, -0.120, 0.097], [0.018, -0.123, -0.020], [2.244, -0.872, 0.499], [0.335, -0.152, 0.184]],
  "homo_ha": [-0.3911, -0.3910],
  "s_squared": 8.77,
  "lumo_energy_ev": [-3.4, -3.2],
  "spin_multiplicity": 6,
  "total_charge": 1,
  "homo_lumo_gap_ev": [7.2020, 7.4472]
}